A gas-phase ion, C8H14N3 (charge +1) in a non-equilibrium geometry, computed with ωB97M-V/def2-TZVPD.

XYZ file:
```
25
Properties=species:S:1:pos:R:3:forces:R:3
N 2.158 0.501 -0.192 -0.551 3.472 -1.627
N 0.807 -0.948 1.479 -0.329 -3.044 0.117
N 0.275 -0.937 0.110 0.111 0.616 1.471
C -2.563 1.458 0.174 -1.843 0.246 -0.899
C 3.621 0.422 -0.108 1.633 -0.962 -2.051
C -1.324 0.963 0.214 2.580 -0.085 0.815
C -1.045 -0.338 -0.046 -0.090 -2.109 -0.285
C -3.381 -0.718 -0.451 -1.999 -0.136 -0.369
C 1.379 -0.634 -0.752 -1.650 -1.498 -0.838
C -2.091 -1.216 -0.300 0.292 1.240 -0.250
C -3.611 0.648 -0.343 0.871 1.705 0.108
H -1.741 -2.171 -0.541 -0.340 -1.739 0.000
H -4.330 -1.311 -0.620 1.695 0.206 -0.241
H 4.008 1.019 0.685 0.025 0.435 0.607
H 1.852 1.394 -0.684 0.783 -1.281 0.015
H 0.896 -0.426 -1.736 0.895 0.287 0.569
H 3.884 -0.635 0.051 -0.098 0.459 0.147
H 2.047 -1.521 -0.886 -0.287 0.877 0.401
H 0.430 -1.814 1.924 1.085 -0.282 -1.078
H 1.785 0.754 0.707 -0.102 -0.917 1.108
H 0.355 -0.434 2.195 -1.036 2.484 -0.121
H -0.445 1.513 0.494 -0.012 0.974 0.386
H -4.450 1.221 -0.803 0.070 -1.121 1.096
H 4.142 0.739 -1.076 -1.064 -0.384 1.260
H -2.657 2.470 0.504 -0.638 0.558 -0.342
```
Positions in Å, forces in eV/Å.

Values from the calculation:
HOMO-LUMO gap   9.37 eV
LUMO energy   -3.14 eV
Maximum force   3.87 eV/Å
ΔE to the lowest compared entry with this formula, charge and spin   3.626 eV
Charge   +1
SMILES   C[NH2+]CN(N)c1ccccc1
Highest occupied orbital energy   -12.512 eV